Model w:
CH9N3O2 as an isolated structure, computed with ωB97M-V/def2-TZVPD.

CARTESIAN COORDINATES (ANGSTROEM)
N 0.769 -0.203 -0.449
C 1.503 0.431 0.459
N 1.187 1.048 1.597
N 1.420 -1.974 -2.150
H 2.685 0.416 0.265
H 1.087 -0.995 -1.066
H 1.859 -1.329 -2.723
H 0.142 1.225 1.765
H 1.215 -2.839 -2.527
H -2.534 2.255 1.943
H -0.226 -0.176 -0.273
O -1.933 1.530 2.035
H -2.869 -0.440 -0.033
H -2.150 0.901 1.076
O -2.153 0.151 0.083

Charge: 0
Frontier orbital gap in eV: 3.44
HOMO energy in eV: -9.1
E_LUMO in eV: -5.70

Model x:
A 3-piece molecular cluster, CH9N3O2 overall, computed with ωB97M-V/def2-TZVPD.

CARTESIAN COORDINATES (ANGSTROEM)
N -1.657 -1.644 0.331
C -1.509 -0.411 0.187
N -1.460 0.565 1.201
N -1.262 0.066 -1.104
H -1.856 -2.071 1.216
H -0.637 0.521 1.807
H -1.665 1.501 0.893
H -1.391 1.059 -1.201
H -1.500 -0.605 -1.822
O 2.905 1.722 0.635
H 2.209 1.097 0.410
H 3.675 1.631 0.073
O 1.742 -1.001 -0.849
H 1.490 -1.914 -1.032
H 0.915 -0.516 -0.746

Structure (SMILES): N=C(N)N.O.O
Charge: 0
Frontier orbital gap in eV: 10.22
HOMO energy in eV: -9.7
E_LUMO in eV: 0.54

Model y:
A 3-piece molecular cluster, CH9N3O2 overall, computed with ωB97M-V/def2-TZVPD.

CARTESIAN COORDINATES (ANGSTROEM)
N 2.329 0.845 1.020
C 1.302 0.597 0.303
N 0.613 -0.649 0.257
N 0.897 1.517 -0.794
H 2.745 0.328 1.845
H 0.979 -1.531 0.672
H -0.203 -0.736 -0.241
H 1.324 1.373 -1.699
H 1.248 2.483 -0.644
O -1.020 -2.783 -0.889
H -1.055 -2.021 -1.413
H -1.753 -2.729 -0.287
O -2.742 0.987 0.319
H -1.777 1.236 0.265
H -2.886 1.082 1.285

Structure (SMILES): N=C(N)N.O.O
Charge: 0
Frontier orbital gap in eV: 9.94
HOMO energy in eV: -9.3
E_LUMO in eV: 0.60

Relative energies, eV: model w 8.943; model x 0.000; model y 0.767.

Model w:
A 2-piece molecular cluster, C3H6NP overall, computed with ωB97M-V/def2-TZVPD.

CARTESIAN COORDINATES (ANGSTROEM)
H 2.395 -1.395 0.447
N 1.662 -0.872 0.879
P 1.630 -1.474 2.322
H 0.764 -0.590 2.843
C -0.386 1.769 -1.094
C -0.992 0.642 -1.113
C -1.413 -0.588 -0.791
H 0.557 1.970 -0.543
H -0.782 2.646 -1.671
H -2.235 -0.600 -0.027
H -1.200 -1.509 -1.251

Structure (SMILES): [H]/N=P/[H].C=C=C
Charge: 0
Frontier orbital gap in eV: 8.92
HOMO energy in eV: -9.3
E_LUMO in eV: -0.36

Model x:
C3H6NP in the gas phase, computed with ωB97M-V/def2-TZVPD.

CARTESIAN COORDINATES (ANGSTROEM)
C -1.125 -0.347 0.978
C -0.373 -1.036 0.106
C 0.279 -0.361 -0.971
P 1.265 1.168 -0.142
N 0.739 1.507 1.205
H -1.564 0.595 0.742
H -1.221 -0.782 1.964
H 0.110 -1.754 0.597
H 1.023 -0.997 -1.429
H -0.358 -0.020 -1.802
H 1.225 2.027 -1.247

Structure (SMILES): C=CC[PH]#N
Charge: 0
Frontier orbital gap (spin up / spin down) in eV: 7.90 / 7.90
HOMO energy (spin up / spin down) in eV: -9.2 / -9.2
E_LUMO (spin up / spin down) in eV: -1.31 / -1.31

Relative energies, eV: model w 0.000; model x 1.129.

Model w:
C7H12N4 as an isolated structure, computed with ωB97M-V/def2-TZVPD.

CARTESIAN COORDINATES (ANGSTROEM)
C -2.416 0.885 0.864
C -1.427 1.618 0.155
C -2.233 -0.464 1.251
C 0.728 -1.226 0.087
C -0.167 -0.177 0.088
C -0.197 -2.109 0.631
C 2.016 -1.202 -0.726
N -1.193 -0.988 0.643
N -0.188 -3.325 1.193
N 1.386 2.796 -1.382
N -0.241 1.071 -0.169
H -3.212 1.401 1.280
H -1.607 2.622 0.096
H -2.926 -0.871 1.975
H 1.294 2.450 -2.374
H 2.575 -2.064 -0.535
H 2.421 -0.226 -0.515
H 1.751 -1.210 -1.829
H -1.005 -3.863 1.454
H 0.598 -3.894 0.957
H 2.453 2.956 -1.071
H 0.734 3.658 -1.383
H 0.856 2.164 -0.690

Charge: +2
Frontier orbital gap in eV: 6.91
HOMO energy in eV: -15.7
E_LUMO in eV: -8.75

Model x:
C7H12N4 as an isolated structure, computed with ωB97M-V/def2-TZVPD.

CARTESIAN COORDINATES (ANGSTROEM)
C 0.658 0.176 -2.833
C 0.806 1.149 -1.816
C 0.268 -1.207 -2.425
C -0.461 -0.941 0.859
C 0.074 -0.244 -0.230
C -0.660 -2.011 -0.038
C -0.806 -0.762 2.200
N -0.120 -1.239 -1.166
N -1.249 -3.187 -0.044
N 0.933 3.300 1.477
N 0.379 0.978 -0.558
H 1.169 0.268 -3.763
H 1.041 2.189 -2.128
H 0.054 -2.026 -3.084
H 1.196 3.386 2.427
H -1.164 0.241 2.451
H 0.086 -0.932 2.845
H -1.724 -1.400 2.510
H -1.280 -3.906 -0.747
H -1.813 -3.574 0.772
H 0.864 4.269 1.078
H 1.649 2.778 0.929
H 0.102 2.697 1.283

Charge: +2
Frontier orbital gap in eV: 7.03
HOMO energy in eV: -15.1
E_LUMO in eV: -8.10

Relative energies, eV: model w 0.372; model x 0.000.

Model w:
C2H2NO2S2 as an isolated structure, computed with ωB97M-V/def2-TZVPD.

CARTESIAN COORDINATES (ANGSTROEM)
C 0.566 0.234 -1.595
C -0.259 -0.244 -0.377
N 0.797 -0.666 -2.513
O 0.868 1.434 -1.497
O -1.990 -1.737 -2.767
S -0.009 -2.045 -0.257
S 0.207 -2.124 -2.406
H 0.182 0.082 0.684
H -1.378 -0.243 -0.536

Charge: -1
Frontier orbital gap (spin up / spin down) in eV: 7.81 / 7.80
HOMO energy (spin up / spin down) in eV: -4.5 / -4.5
E_LUMO (spin up / spin down) in eV: 3.29 / 3.28

Model x:
A 2-piece molecular cluster, C2H2NO2S2 overall, computed with ωB97M-V/def2-TZVPD.

CARTESIAN COORDINATES (ANGSTROEM)
C -0.151 0.148 1.183
C -0.386 0.723 -1.793
N 0.685 -0.858 0.626
O -1.027 -0.194 -2.075
O -0.666 0.934 0.364
S 0.369 2.066 -2.029
S -0.205 -0.040 2.850
H 0.569 -1.102 -0.344
H 0.811 -1.677 1.218

Charge: -1
Frontier orbital gap in eV: 6.87
HOMO energy in eV: -3.7
E_LUMO in eV: 3.18

Relative energies, eV: model w 5.012; model x 0.000.

Model w:
C20H28FN3O4 in the gas phase, computed with ωB97M-V/def2-TZVPD.

CARTESIAN COORDINATES (ANGSTROEM)
C 5.103 -2.436 -2.540
O 4.422 -1.661 -1.582
C 3.199 -1.166 -1.898
C 2.578 -0.380 -0.925
C 1.333 0.163 -1.151
C 0.643 -0.053 -2.343
C -0.748 0.495 -2.554
N -1.824 -0.427 -2.200
C -1.845 -1.630 -3.002
C -3.216 -2.270 -2.837
N -3.397 -2.571 -1.439
C -2.806 -1.907 -0.436
O -2.960 -2.250 0.724
C -1.938 -0.695 -0.777
C -2.560 0.533 -0.058
C -1.509 1.383 0.635
O -1.002 2.335 0.058
N -1.134 1.024 1.882
C -1.771 -0.026 2.646
C -0.139 1.849 2.556
C -0.668 2.490 3.841
C 0.438 3.364 4.439
O 1.606 2.624 4.704
C 2.137 2.044 3.536
C 1.146 1.080 2.879
C 1.295 -0.818 -3.298
F 0.708 -1.031 -4.502
C 2.546 -1.376 -3.107
H 5.301 -1.863 -3.451
H 6.048 -2.713 -2.077
H 4.544 -3.343 -2.794
H 3.106 -0.204 -0.001
H 0.884 0.800 -0.406
H -0.870 1.399 -1.956
H -0.889 0.750 -3.607
H -1.689 -1.358 -4.046
H -1.068 -2.358 -2.708
H -3.288 -3.192 -3.417
H -3.988 -1.571 -3.181
H -3.995 -3.339 -1.171
H -0.951 -0.918 -0.327
H -3.320 0.208 0.650
H -3.033 1.153 -0.821
H -1.995 -0.895 2.030
H -1.102 -0.343 3.442
H -2.702 0.329 3.100
H 0.104 2.646 1.843
H -1.546 3.101 3.628
H -0.939 1.722 4.567
H 0.127 3.783 5.399
H 0.667 4.190 3.747
H 3.041 1.519 3.850
H 2.412 2.833 2.818
H 1.582 0.663 1.971
H 0.941 0.264 3.574
H 2.978 -1.952 -3.909

Structure (SMILES): COc1ccc(CN2CCNC(=O)[C@@H]2CC(=O)N(C)C2CCOCC2)c(F)c1
Charge: 0
Frontier orbital gap in eV: 9.29
HOMO energy in eV: -8.6
E_LUMO in eV: 0.72

Model x:
C20H28FN3O4 in the gas phase, computed with ωB97M-V/def2-TZVPD.

CARTESIAN COORDINATES (ANGSTROEM)
C 5.492 -3.854 -2.114
O 4.107 -3.687 -2.305
C 3.433 -2.850 -1.476
C 3.995 -2.136 -0.423
C 3.202 -1.310 0.356
C 1.843 -1.161 0.125
C 0.961 -0.290 0.973
N 0.139 -1.118 1.851
C 0.910 -1.618 2.968
C 0.118 -2.727 3.643
N -1.174 -2.209 4.016
C -1.831 -1.225 3.373
O -2.977 -0.944 3.668
C -1.074 -0.446 2.300
C -2.029 -0.214 1.122
C -1.852 1.159 0.495
O -1.248 2.053 1.062
N -2.410 1.321 -0.729
C -3.159 0.265 -1.374
C -2.185 2.555 -1.478
C -2.779 3.786 -0.786
C -2.521 5.013 -1.663
O -1.150 5.209 -1.916
C -0.566 4.103 -2.560
C -0.698 2.821 -1.735
C 1.310 -1.884 -0.938
F -0.004 -1.756 -1.228
C 2.068 -2.714 -1.732
H 6.030 -2.908 -2.234
H 5.715 -4.279 -1.131
H 5.813 -4.550 -2.888
H 5.047 -2.210 -0.201
H 3.659 -0.755 1.163
H 1.571 0.425 1.548
H 0.305 0.281 0.319
H 1.851 -2.022 2.592
H 1.134 -0.822 3.702
H 0.636 -3.080 4.539
H 0.007 -3.568 2.945
H -1.720 -2.727 4.691
H -0.846 0.541 2.749
H -3.052 -0.276 1.504
H -1.870 -1.004 0.390
H -2.499 -0.521 -1.753
H -3.874 -0.178 -0.681
H -3.716 0.679 -2.211
H -2.680 2.431 -2.448
H -3.851 3.658 -0.632
H -2.294 3.917 0.180
H -2.863 5.922 -1.166
H -3.062 4.904 -2.619
H 0.484 4.363 -2.705
H -1.035 3.955 -3.548
H -0.245 1.984 -2.270
H -0.190 2.954 -0.780
H 1.621 -3.255 -2.550

Structure (SMILES): COc1ccc(CN2CCNC(=O)[C@@H]2CC(=O)N(C)C2CCOCC2)c(F)c1
Charge: 0
Frontier orbital gap in eV: 9.37
HOMO energy in eV: -8.7
E_LUMO in eV: 0.66

Relative energies, eV: model w 0.000; model x 0.071.

Model w:
C3H4N4O2 in the gas phase, computed with ωB97M-V/def2-TZVPD.

CARTESIAN COORDINATES (ANGSTROEM)
O -2.865 -1.280 -2.682
C -1.807 -0.780 -2.309
N -1.407 -0.241 -1.144
N -0.211 0.579 -1.041
C 0.453 0.164 0.131
N 0.045 -0.435 1.434
C 1.168 0.013 2.109
N 2.294 0.413 1.475
O 1.876 0.368 0.108
H -1.091 -0.264 -2.937
H -2.017 -0.023 -0.096
H 0.840 0.161 3.298
H 2.722 1.325 1.655

Structure (SMILES): O=CN/N=c1\nc[nH]o1
Charge: 0
Frontier orbital gap in eV: 8.48
HOMO energy in eV: -8.9
E_LUMO in eV: -0.45

Model x:
C3H4N4O2 in the gas phase, computed with ωB97M-V/def2-TZVPD.

CARTESIAN COORDINATES (ANGSTROEM)
O -2.465 -0.637 0.127
N -1.066 -1.117 -0.217
C -0.266 -0.132 -0.166
N -0.410 1.284 -0.140
C 0.750 1.963 -0.001
N 1.799 1.171 -0.031
C 1.215 -0.045 -0.094
N 2.023 -1.061 0.225
O 1.681 -2.231 -0.098
H -2.944 -1.433 0.445
H -1.434 1.543 -0.145
H 0.463 2.986 0.310
H 0.655 -2.289 -0.215

Structure (SMILES): O/N=C1\NC=N\C1=N\O
Charge: 0
Frontier orbital gap in eV: 8.12
HOMO energy in eV: -8.5
E_LUMO in eV: -0.41

Relative energies, eV: model w 1.135; model x 0.000.

Model w:
C36H41GeN5O2PtS2Se as an isolated structure, computed with ωB97M-V/def2-TZVPD.

CARTESIAN COORDINATES (ANGSTROEM)
Pt 0.374 -0.846 1.361
C -0.292 -0.650 4.923
O 0.711 -0.724 3.903
C 1.649 0.337 3.985
C 2.798 0.014 3.075
O 2.363 -0.143 1.695
C 3.475 -0.533 0.870
H 0.162 -0.810 5.902
H -1.014 -1.438 4.724
H -0.791 0.321 4.900
H 2.046 0.421 5.002
H 1.175 1.287 3.721
H 3.281 -0.916 3.386
H 3.529 0.825 3.084
H 4.269 0.203 0.991
H 3.134 -0.535 -0.155
H 3.841 -1.519 1.167
C 1.371 -1.876 -1.823
Ge 0.181 -0.458 -1.206
C -1.614 -0.768 -1.889
C -2.832 -0.456 -1.293
C -4.027 -0.760 -1.931
C -4.019 -1.366 -3.182
C -2.810 -1.661 -3.796
C -1.614 -1.370 -3.149
C 0.933 1.275 -1.662
C 2.273 1.272 -1.972
C 2.951 2.430 -2.404
C 2.261 3.596 -2.548
C 0.865 3.646 -2.302
C 0.143 4.842 -2.543
C -1.210 4.889 -2.379
C -1.898 3.735 -1.948
C -1.222 2.577 -1.684
C 0.182 2.483 -1.857
H 1.586 -1.683 -2.875
H 0.858 -2.829 -1.723
H 2.319 -1.919 -1.292
H -2.863 0.033 -0.325
H -4.968 -0.502 -1.462
H -4.951 -1.588 -3.684
H -2.794 -2.107 -4.781
H -0.686 -1.617 -3.652
H 2.850 0.356 -1.923
H 4.005 2.377 -2.642
H 2.759 4.492 -2.897
H 0.685 5.709 -2.901
H -1.760 5.793 -2.606
H -2.977 3.763 -1.851
H -1.778 1.707 -1.374
C -0.522 6.178 0.975
C 0.317 4.954 1.043
C 1.686 4.918 0.938
C 2.335 3.686 1.021
N 1.658 2.537 1.202
C 0.354 2.585 1.274
S -0.716 1.211 1.473
N -0.311 3.768 1.212
C 3.820 3.597 0.950
H 0.100 7.069 0.958
H -1.197 6.236 1.831
H -1.124 6.156 0.064
H 2.243 5.833 0.798
H -1.325 3.757 1.238
H 4.226 4.339 0.264
H 4.124 2.603 0.636
H 4.242 3.804 1.937
S -1.738 -1.713 1.677
C -2.242 -2.894 0.509
N -3.481 -3.403 0.733
C -4.035 -4.319 -0.088
C -3.327 -4.740 -1.177
C -2.062 -4.181 -1.353
N -1.531 -3.288 -0.524
H -4.011 -3.074 1.533
H -5.026 -4.668 0.171
H -3.733 -5.469 -1.862
H -1.448 -4.468 -2.199
Se 1.273 -3.078 1.955
C 0.466 -4.591 1.123
C 0.916 -5.103 -0.081
C 0.248 -6.213 -0.585
N -0.795 -6.778 0.016
C -1.169 -6.306 1.200
C -0.563 -5.216 1.814
H 1.751 -4.676 -0.622
H 0.566 -6.659 -1.520
H -1.988 -6.822 1.690
H -0.886 -4.887 2.794

Charge: +3
2S+1: 2
<S²>: 0.755
Frontier orbital gap (spin up / spin down) in eV: 6.41 / 4.49
HOMO energy (spin up / spin down) in eV: -15.4 / -15.4
E_LUMO (spin up / spin down) in eV: -8.98 / -10.90

Model x:
C36H41GeN5O2PtS2Se as an isolated structure, computed with ωB97M-V/def2-TZVPD.

CARTESIAN COORDINATES (ANGSTROEM)
Pt -0.636 -0.524 -0.281
C -0.791 -0.284 3.500
O -0.419 -1.069 2.377
C -0.897 -2.405 2.423
C -2.295 -2.544 1.821
O -2.209 -2.274 0.427
C -3.363 -2.682 -0.290
H -1.862 -0.339 3.700
H -0.517 0.742 3.266
H -0.233 -0.602 4.384
H -0.894 -2.777 3.452
H -0.197 -3.000 1.827
H -2.992 -1.844 2.302
H -2.662 -3.565 1.979
H -3.478 -3.769 -0.227
H -3.218 -2.398 -1.332
H -4.266 -2.204 0.102
C 1.152 2.339 1.070
Ge 1.427 0.416 0.573
C 2.728 0.609 -0.997
C 2.212 0.642 -2.281
C 3.043 0.911 -3.358
C 4.388 1.157 -3.140
C 4.897 1.138 -1.854
C 4.071 0.845 -0.777
C 2.560 -0.517 1.946
C 3.124 0.263 2.940
C 3.880 -0.306 3.964
C 4.164 -1.656 3.951
C 3.650 -2.488 2.936
C 3.941 -3.868 2.887
C 3.435 -4.662 1.881
C 2.579 -4.107 0.926
C 2.281 -2.763 0.950
C 2.817 -1.911 1.931
H 2.064 2.911 0.917
H 0.823 2.459 2.098
H 0.382 2.748 0.414
H 1.151 0.481 -2.441
H 2.633 0.946 -4.358
H 5.039 1.365 -3.977
H 5.938 1.362 -1.674
H 4.483 0.810 0.220
H 2.973 1.333 2.938
H 4.265 0.326 4.751
H 4.818 -2.076 4.701
H 4.554 -4.298 3.664
H 3.684 -5.710 1.839
H 2.152 -4.746 0.170
H 1.593 -2.328 0.226
C -4.913 5.400 3.105
C -3.888 4.834 2.208
C -2.908 5.587 1.598
C -1.977 4.960 0.754
N -2.010 3.641 0.559
C -2.926 2.920 1.172
S -2.975 1.227 0.999
N -3.874 3.499 1.970
C -0.911 5.744 0.099
H -4.881 6.486 3.092
H -4.743 5.069 4.130
H -5.914 5.077 2.826
H -2.864 6.648 1.768
H -4.584 2.906 2.395
H -1.144 6.806 0.103
H -0.734 5.405 -0.919
H 0.019 5.597 0.650
S -0.490 -2.269 -2.153
C 0.800 -2.535 -3.222
N 2.111 -2.511 -2.826
C 3.098 -2.824 -3.693
C 2.786 -3.185 -4.977
C 1.418 -3.182 -5.322
N 0.481 -2.853 -4.470
H 2.334 -2.269 -1.864
H 4.116 -2.792 -3.333
H 3.549 -3.454 -5.688
H 1.084 -3.458 -6.312
Se -1.692 1.410 -1.617
C -3.026 0.458 -2.608
C -2.783 0.052 -3.918
C -3.803 -0.608 -4.595
N -4.956 -0.838 -4.023
C -5.226 -0.452 -2.802
C -4.275 0.218 -2.043
H -1.850 0.250 -4.423
H -3.689 -0.940 -5.618
H -6.216 -0.662 -2.422
H -4.517 0.546 -1.043

Charge: +3
2S+1: 2
<S²>: 0.804
Frontier orbital gap (spin up / spin down) in eV: 3.44 / 3.56
HOMO energy (spin up / spin down) in eV: -14.7 / -14.7
E_LUMO (spin up / spin down) in eV: -11.28 / -11.16

Relative energies, eV: model w 0.000; model x 3.884.